--- w ---
The following is a quantum chemistry calculation of the molecule C7H17N, from the Open Molecules 2025 dataset.

Structure (ORCA input):
```
! RIJCOSX wB97M-V def2-TZVPD def2/J DEFGRID3
* xyz 0 1
C -0.018 3.312 -1.720
C 0.435 2.741 -0.345
C 1.078 1.357 -0.387
C 0.297 0.286 -1.148
C -0.712 -0.518 -0.337
N -0.063 -1.669 0.302
C -0.775 -2.174 1.484
C -0.096 -3.449 1.970
H 0.246 4.376 -1.793
H -1.097 3.493 -1.651
H 0.303 2.638 -2.503
H -0.396 2.781 0.373
H 1.021 3.462 0.252
H 1.233 1.058 0.664
H 2.042 1.425 -0.866
H 0.993 -0.421 -1.619
H -0.282 0.777 -1.924
H -1.249 0.129 0.386
H -1.464 -0.918 -1.010
H 0.824 -1.347 0.682
H -1.136 -1.422 2.204
H -1.800 -2.458 1.200
H -0.773 -4.164 2.428
H 0.366 -3.958 1.124
H 0.631 -3.280 2.776
*
```

Frontier orbital gap in hartree: 0.370
SMILES: CCCCCNCC
E_HOMO in eV: -8.950
Molar mass in g/mol: 115.22

---

--- x ---
The following is a quantum chemistry calculation of the molecule C7H17N, from the Open Molecules 2025 dataset.

Structure (ORCA input):
```
! RIJCOSX wB97M-V def2-TZVPD def2/J DEFGRID3
* xyz 0 1
C -0.336 2.355 2.315
C -0.736 0.885 2.514
C -0.867 0.098 1.187
C 0.497 -0.219 0.577
N 0.360 -0.284 -0.920
C 1.469 0.392 -1.612
C 0.117 -1.661 -1.337
C -0.660 -1.682 -2.674
H 0.684 2.348 1.917
H -0.902 3.034 1.681
H -0.483 2.894 3.240
H -1.473 0.813 3.313
H 0.082 0.320 3.004
H -1.437 -0.804 1.377
H -1.405 0.652 0.407
H 1.296 0.506 0.716
H 0.926 -1.111 1.041
H 1.696 -0.338 -2.396
H 1.162 1.452 -1.791
H 2.381 0.694 -1.115
H 1.082 -2.196 -1.471
H -0.494 -2.136 -0.579
H -0.088 -1.402 -3.559
H -1.057 -2.653 -2.964
H -1.458 -0.947 -2.596
*
```

Frontier orbital gap in hartree: 0.347
SMILES: CCCCN(C)CC
E_HOMO in eV: -8.339
Molar mass in g/mol: 115.22

---

--- y ---
The following is a quantum chemistry calculation of the molecule C7H17N, from the Open Molecules 2025 dataset.

Structure (ORCA input):
```
! RIJCOSX wB97M-V def2-TZVPD def2/J DEFGRID3
* xyz 0 1
C -1.924 1.535 -2.384
C -2.397 0.755 -1.136
C -1.429 -0.196 -0.495
C -0.278 0.567 0.308
N 0.978 -0.110 0.427
C 2.176 0.711 0.685
C 0.835 -1.335 1.297
C 2.170 -2.068 1.476
H -0.874 1.686 -2.284
H -2.072 0.876 -3.263
H -2.654 2.266 -2.698
H -3.403 0.257 -1.225
H -2.792 1.478 -0.422
H -2.050 -0.839 0.135
H -0.876 -0.760 -1.250
H -0.104 1.509 -0.237
H -0.802 0.859 1.228
H 2.090 1.711 0.286
H 2.517 0.616 1.715
H 2.904 0.238 -0.022
H 0.486 -1.050 2.290
H 0.129 -1.904 0.705
H 2.978 -1.402 1.728
H 2.039 -2.599 2.439
H 2.356 -2.804 0.695
*
```

Frontier orbital gap in hartree: 0.339
SMILES: CCCCN(C)CC
E_HOMO in eV: -8.077
Molar mass in g/mol: 115.22

---

w (13.8 kcal/mol below the next structure)

---

--- w ---
The following is a quantum chemistry calculation of the molecule C7H17N, from the Open Molecules 2025 dataset.

Structure (ORCA input):
```
! RIJCOSX wB97M-V def2-TZVPD def2/J DEFGRID3
* xyz 0 1
C 1.059 2.701 0.599
C 1.185 1.276 0.097
C 2.238 1.189 -1.028
C -0.179 0.689 -0.366
C -0.159 -0.843 -0.343
N -1.493 -1.420 -0.109
C -1.464 -2.862 -0.384
C -1.994 -1.141 1.227
H 0.622 2.783 1.594
H 2.037 3.192 0.652
H 0.504 3.340 -0.095
H 1.530 0.621 0.898
H 3.244 0.928 -0.700
H 2.353 2.174 -1.492
H 1.904 0.519 -1.819
H -0.295 1.063 -1.383
H -0.878 1.114 0.350
H 0.536 -1.223 0.415
H 0.101 -1.120 -1.363
H -1.754 -3.455 0.486
H -2.198 -3.011 -1.182
H -0.561 -3.359 -0.743
H -2.989 -1.564 1.343
H -2.037 -0.063 1.344
H -1.312 -1.528 2.002
*
```

Frontier orbital gap in hartree: 0.350
SMILES: CC(C)CCN(C)C
E_HOMO in eV: -8.405
Molar mass in g/mol: 115.22

---

--- x ---
The following is a quantum chemistry calculation of a structure of composition C7H17N, from the Open Molecules 2025 dataset.

Structure (ORCA input):
```
! RIJCOSX wB97M-V def2-TZVPD def2/J DEFGRID3
* xyz 0 1
C -0.673 -1.509 -1.083
C 0.717 -1.306 -0.384
C 0.737 -2.273 0.853
N 1.322 0.039 -0.295
C 0.385 0.333 0.598
C -0.577 1.496 0.501
C -1.926 1.171 1.169
C -0.723 1.974 -0.970
H -0.772 -2.562 -1.429
H -1.490 -1.219 -0.335
H -0.760 -0.883 -2.003
H 1.328 -1.870 -1.097
H 1.695 -2.163 1.445
H 0.714 -3.332 0.477
H -0.136 -2.078 1.477
H 0.590 0.089 1.700
H 4.751 1.291 -0.855
H 3.988 0.969 -0.719
H -0.131 2.336 1.023
H -2.397 0.391 0.552
H -2.571 1.995 1.176
H -1.748 0.809 2.191
H -1.312 1.203 -1.595
H 0.277 2.191 -1.377
H -1.289 2.908 -1.020
*
```

Frontier orbital gap in hartree: 0.299
E_HOMO in eV: -8.005
Molar mass in g/mol: 115.22

---

w (90.0 kcal/mol below the next structure)

---

--- w ---
The following is a quantum chemistry calculation of a cluster of 2 separate species, C2H10N3 in total, from the Open Molecules 2025 dataset.

Structure (ORCA input):
```
! RIJCOSX wB97M-V def2-TZVPD def2/J DEFGRID3
* xyz 1 1
C -0.464 0.568 2.320
N -1.026 -0.158 1.174
H 0.554 0.229 2.559
H -0.879 0.296 3.318
H -0.482 1.628 2.295
H -1.303 -0.983 1.620
H -1.867 0.334 1.061
H -0.605 -0.617 -0.262
N 1.615 0.579 -2.037
C 0.687 -0.357 -2.262
N -0.146 -0.815 -1.281
H 2.300 0.947 -2.772
H 1.366 1.178 -1.237
H 0.693 -1.089 -3.168
H -0.443 -1.740 -1.330
*
```

Frontier orbital gap in hartree: 0.401
E_HOMO in eV: -14.490
Molar mass in g/mol: 76.12

---

--- x ---
The following is a quantum chemistry calculation of a cluster of 2 separate species, C2H10N3 in total, from the Open Molecules 2025 dataset.

Structure (ORCA input):
```
! RIJCOSX wB97M-V def2-TZVPD def2/J DEFGRID3
* xyz 1 1
C -1.680 -0.665 -2.029
N -1.823 0.022 -0.705
H -2.598 -0.623 -2.617
H -1.468 -1.729 -1.936
H -0.867 -0.166 -2.552
H -2.017 0.992 -0.921
H -2.598 -0.448 -0.248
H -0.370 -0.217 0.004
N 1.705 1.069 1.754
C 1.634 0.201 0.774
N 0.577 -0.540 0.431
H 2.634 1.213 2.137
H 0.944 0.998 2.422
H 2.534 -0.041 0.211
H 0.825 -1.518 0.361
*
```

Frontier orbital gap in hartree: 0.365
E_HOMO in eV: -14.215
Molar mass in g/mol: 76.12

---

--- y ---
The following is a quantum chemistry calculation of a cluster of 2 separate species, C2H10N3 in total, from the Open Molecules 2025 dataset.

Structure (ORCA input):
```
! RIJCOSX wB97M-V def2-TZVPD def2/J DEFGRID3
* xyz 1 1
C 2.351 -0.100 -0.367
C -1.649 -0.353 -0.274
N -1.354 -0.667 1.081
N -0.649 0.675 -0.669
N 0.402 0.958 0.044
H 2.487 -0.717 -1.215
H 3.068 0.691 -0.442
H 2.111 -0.658 0.525
H -1.670 -1.220 -0.914
H -2.622 0.272 -0.292
H -0.698 -1.467 1.193
H -1.998 -0.836 1.741
H -0.629 1.065 -1.594
H 0.281 0.395 0.974
H 0.569 1.962 0.210
*
```

Frontier orbital gap (spin up / spin down) in hartree: 0.289 / 0.329
E_HOMO (spin up / spin down) in eV: -13.030 / -13.467
Molar mass in g/mol: 76.12

---

x (12.5 kcal/mol below the next structure)

---

--- w ---
The following is a quantum chemistry calculation of a cluster of 2 separate species, C2H10N3 in total, from the Open Molecules 2025 dataset.

Structure (ORCA input):
```
! RIJCOSX wB97M-V def2-TZVPD def2/J DEFGRID3
* xyz 1 1
C 1.437 -1.496 -1.502
N 0.423 -0.477 -1.039
H 1.195 -1.722 -2.537
H 1.229 -2.420 -0.972
H 2.454 -1.148 -1.330
H 0.572 0.310 -1.668
H -0.527 -0.824 -1.127
H 0.516 -0.053 -0.099
N -1.688 1.043 0.512
C -0.808 1.221 1.643
N 0.151 0.437 1.862
H -1.964 1.969 0.202
H -2.505 0.618 0.954
H -1.072 2.021 2.329
H 0.585 0.519 2.772
*
```

Frontier orbital gap in hartree: 0.411
E_HOMO in eV: -14.304
Molar mass in g/mol: 76.12

---

--- x ---
The following is a quantum chemistry calculation of a structure of composition C2H10N3, from the Open Molecules 2025 dataset.

Structure (ORCA input):
```
! RIJCOSX wB97M-V def2-TZVPD def2/J DEFGRID3
* xyz 1 1
C 2.748 -0.674 0.280
N 1.324 -1.199 0.450
H 3.274 -1.584 0.009
H 3.038 -0.295 1.254
H 2.766 0.078 -0.520
H 1.212 -2.018 -0.145
H 1.202 -1.496 1.410
H 0.456 -0.454 -0.169
N -2.694 0.752 -0.333
C -1.440 0.886 0.110
N -0.365 0.487 -0.510
H -3.366 1.394 0.086
H -2.912 0.786 -1.330
H -1.481 1.370 1.090
H -0.170 0.931 -1.400
*
```

Frontier orbital gap in hartree: 0.382
E_HOMO in eV: -14.120
Molar mass in g/mol: 76.12

---

w (17.3 kcal/mol below the next structure)

---

--- w ---
The following is a quantum chemistry calculation of a cluster of 2 separate species, C2H7N2O2 in total, from the Open Molecules 2025 dataset.

Structure (ORCA input):
```
! RIJCOSX wB97M-V def2-TZVPD def2/J DEFGRID3
* xyz -1 1
N -1.207 -0.085 -0.692
C -0.483 -1.405 -0.418
N -0.407 -1.817 1.059
H -0.595 0.507 -1.372
H -0.950 0.499 0.105
H 0.541 -1.365 -0.687
H -1.077 -2.080 -0.979
H -1.435 -1.992 1.423
H -0.162 -1.041 1.610
O 0.694 1.582 0.821
C 1.412 2.194 -0.022
O 1.288 2.495 -1.253
H 2.381 2.508 0.406
*
```

Frontier orbital gap in hartree: 0.316
E_HOMO in eV: -4.231
Molar mass in g/mol: 91.09

---

--- x ---
The following is a quantum chemistry calculation of a cluster of 2 separate species, C2H7N2O2 in total, from the Open Molecules 2025 dataset.

Structure (ORCA input):
```
! RIJCOSX wB97M-V def2-TZVPD def2/J DEFGRID3
* xyz -1 1
N -0.024 1.575 1.236
C 0.215 1.951 -0.174
N 0.113 0.830 -1.093
H 0.867 1.400 1.689
H -0.506 0.675 1.294
H 1.232 2.367 -0.258
H -0.539 2.696 -0.392
H 0.668 0.027 -0.828
H -0.830 0.482 -1.226
O 0.478 -3.996 -0.142
C -0.314 -3.043 -0.045
O -1.445 -2.874 -0.540
H 0.084 -2.090 0.479
*
```

Frontier orbital gap in hartree: 0.283
E_HOMO in eV: -4.000
Molar mass in g/mol: 91.09

---

x (7.0 kcal/mol below the next structure)

---

--- w ---
The following is a quantum chemistry calculation of a structure of composition C4H6N, from the Open Molecules 2025 dataset.

Structure (ORCA input):
```
! RIJCOSX wB97M-V def2-TZVPD def2/J DEFGRID3
* xyz 1 1
C -0.408 1.235 -1.225
C 1.202 0.485 0.523
C 0.754 1.525 -1.060
C -0.566 -1.229 0.724
N 0.611 -0.417 0.987
H -1.263 0.800 -1.630
H 1.825 1.102 1.066
H 1.625 2.109 -1.044
H -1.091 -0.762 -0.192
H -1.131 -1.118 1.560
H -0.230 -2.291 0.774
*
```

Frontier orbital gap in hartree: 0.361
E_HOMO in eV: -15.858
Molar mass in g/mol: 68.10

---

--- x ---
The following is a quantum chemistry calculation of the ion C4H6N with charge +1, from the Open Molecules 2025 dataset.

Structure (ORCA input):
```
! RIJCOSX wB97M-V def2-TZVPD def2/J DEFGRID3
* xyz 1 1
C -1.547 0.797 -0.349
C -0.361 0.096 -0.171
C -1.574 -0.607 0.204
C 0.981 0.001 -0.772
N 0.991 0.624 0.533
H -1.912 -0.452 1.307
H -1.594 -1.515 -0.318
H 1.516 -1.015 -0.902
H 1.048 0.561 -1.706
H 1.269 1.568 0.842
H 1.183 -0.057 1.332
*
```

Frontier orbital gap in hartree: 0.308
E_HOMO in eV: -14.486
Molar mass in g/mol: 68.10

---

--- y ---
The following is a quantum chemistry calculation of the ion C4H6N with charge +1, from the Open Molecules 2025 dataset.

Structure (ORCA input):
```
! RIJCOSX wB97M-V def2-TZVPD def2/J DEFGRID3
* xyz 1 1
C -0.997 -1.445 -0.518
C -0.360 -0.425 0.051
C -0.490 0.762 0.935
N 0.553 1.341 0.417
C 0.970 0.169 -0.425
H -0.428 -2.046 -1.155
H -1.937 -1.683 -0.124
H -1.185 0.969 1.803
H 0.961 2.184 0.668
H 2.085 -0.108 -0.181
H 0.826 0.282 -1.469
*
```

Frontier orbital gap in hartree: 0.363
SMILES: C=C1C=[NH+]C1
E_HOMO in eV: -15.580
Molar mass in g/mol: 68.10

---

--- z ---
The following is a quantum chemistry calculation of a structure of composition C4H6N, from the Open Molecules 2025 dataset.

Structure (ORCA input):
```
! RIJCOSX wB97M-V def2-TZVPD def2/J DEFGRID3
* xyz 1 1
C -0.724 0.398 0.709
C -0.749 -0.651 -0.165
C 0.551 1.007 0.970
C -0.745 -1.768 -0.704
N 1.367 0.960 -0.054
H -1.596 0.495 1.404
H 0.957 0.795 -1.300
H 0.695 1.697 1.856
H -0.317 -2.593 -0.232
H -1.024 -2.040 -1.658
H 1.586 1.701 -0.825
*
```

Frontier orbital gap (spin up / spin down) in hartree: 0.321 / 0.321
E_HOMO (spin up / spin down) in eV: -15.119 / -15.119
Molar mass in g/mol: 68.10

---

y (62.7 kcal/mol below the next structure)

---

--- w ---
The following is a quantum chemistry calculation of the molecule C2H5N3O2S, from the Open Molecules 2025 dataset.

Structure (ORCA input):
```
! RIJCOSX wB97M-V def2-TZVPD def2/J DEFGRID3
* xyz 0 1
N 1.487 -1.150 -0.162
N 0.097 -0.924 -0.433
C -0.381 0.230 -0.052
N -1.649 0.482 -0.399
O -2.413 -0.566 -0.868
C 0.336 1.344 0.690
O 1.635 1.214 0.803
S -0.475 2.627 1.309
H 1.871 -1.457 -1.024
H 1.541 -1.931 0.480
H -2.161 1.127 0.174
H -1.734 -1.319 -0.940
H 1.846 0.323 0.423
*
```

Frontier orbital gap in hartree: 0.319
SMILES: N/N=C(/NO)C(O)=S
E_HOMO in eV: -9.127
Molar mass in g/mol: 135.15

---

--- x ---
The following is a quantum chemistry calculation of the molecule C2H5N3O2S, from the Open Molecules 2025 dataset.

Structure (ORCA input):
```
! RIJCOSX wB97M-V def2-TZVPD def2/J DEFGRID3
* xyz 0 1
H -3.320 -0.986 -0.160
N -2.387 -1.468 -0.159
C -1.460 -0.476 -0.183
N -1.538 0.933 -0.426
O -0.854 1.526 0.773
S 0.107 -1.037 0.302
C 1.442 -0.134 -0.135
N 2.686 -0.709 0.177
O 1.520 1.056 -0.544
H -2.573 1.137 -0.060
H -0.023 1.853 0.539
H 3.470 -0.019 0.023
H 2.931 -1.675 -0.147
*
```

Frontier orbital gap in hartree: 0.368
SMILES: [H]/N=C(\NO)SC(N)=O
E_HOMO in eV: -9.772
Molar mass in g/mol: 135.15

---

w (5.8 kcal/mol below the next structure)